Entry 1:
{
  "formula": "C4H9NOS",
  "method": "wB97M-V/def2-TZVPD",
  "multiplicity": 2,
  "total_charge": -1,
  "s_squared": 0.75,
  "energy_ev": -18666.2624,
  "homo_energy_ev": [0.9, -5.2],
  "lumo_ev": [3.40, 3.55],
  "elements": ["C", "C", "C", "S", "C", "N", "O", "H", "H", "H", "H", "H", "H", "H", "H", "H"],
  "coordinates": [[-0.249, -0.952, -0.712], [-0.606, -0.383, 0.664], [-0.732, 1.139, 0.681], [-2.341, 1.631, -0.018], [1.186, -0.726, -1.136], [2.124, -0.687, -0.160], [1.497, -0.610, -2.307], [-0.499, -2.009, -0.784], [-0.837, -0.400, -1.443], [0.099, -0.720, 1.440], [-1.543, -0.800, 1.031], [0.006, 1.616, 0.059], [-0.698, 1.457, 1.727], [-2.414, 2.857, 0.614], [3.073, -0.575, -0.471], [1.933, -0.838, 0.814]],
  "forces_ev_per_a": [[-0.20, 0.75, 0.42], [-0.03, -0.18, 0.18], [-0.68, -0.56, 0.06], [-0.06, 0.08, 0.13], [-0.08, -0.30, 0.06], [0.26, -0.05, -0.08], [0.05, 0.05, -0.30], [0.13, -0.12, -0.07], [-0.13, -0.25, -0.23], [0.14, 0.12, -0.13], [-0.19, -0.03, -0.20], [0.59, 0.15, 0.18], [0.16, 0.38, -0.09], [0.06, -0.15, -0.05], [0.07, 0.02, 0.11], [-0.08, 0.09, 0.01]],
  "nbo_charge": [-0.52, -0.50, -0.77, -0.36, 0.66, -0.86, -0.65, 0.22, 0.24, 0.16, 0.22, 0.20, 0.18, 0.00, 0.39, 0.38]
}

Entry 2:
{
  "formula": "C6H18O3",
  "method": "wB97M-V/def2-TZVPD",
  "multiplicity": 1,
  "smiles": "CCO.CCO.CCO",
  "total_charge": 0,
  "energy_ev": -12654.7562,
  "homo_energy_ev": -10.0,
  "lumo_ev": 0.56,
  "elements": ["C", "C", "O", "H", "H", "H", "H", "H", "H", "C", "C", "O", "H", "H", "H", "H", "H", "H", "C", "C", "O", "H", "H", "H", "H", "H", "H"],
  "coordinates": [[2.020, -4.899, 1.364], [2.285, -3.497, 1.794], [1.535, -3.226, 2.970], [0.965, -5.155, 1.463], [2.615, -5.561, 1.993], [2.210, -5.098, 0.310], [1.853, -2.884, 1.003], [3.323, -3.170, 1.736], [1.621, -2.271, 3.015], [4.023, -1.363, 11.782], [3.242, -0.314, 11.130], [3.827, -0.221, 9.851], [3.780, -1.531, 12.832], [5.029, -0.949, 11.734], [4.010, -2.323, 11.266], [3.349, 0.670, 11.586], [2.192, -0.542, 10.946], [3.746, -1.087, 9.446], [6.155, -3.598, 7.082], [4.896, -4.407, 7.311], [3.792, -3.484, 7.480], [7.100, -4.108, 6.896], [6.243, -2.896, 7.910], [6.007, -2.898, 6.259], [5.000, -5.041, 8.192], [4.643, -5.024, 6.449], [3.314, -3.289, 6.671]],
  "forces_ev_per_a": [[0.26, -1.02, 0.21], [-1.38, 0.61, -1.93], [1.03, 0.34, 0.12], [-0.02, 0.18, 0.40], [-0.15, -0.42, -0.18], [0.54, 0.21, 0.05], [-0.25, 0.36, -0.26], [0.38, -0.44, 0.96], [-0.39, 0.19, 0.66], [0.96, -0.51, 1.83], [-0.85, 0.20, -1.37], [0.24, 0.92, -1.30], [-0.10, -0.06, 0.08], [0.31, -0.49, 0.22], [-0.18, 0.07, -0.12], [-0.10, -0.13, 0.16], [-0.32, 0.03, 0.66], [0.05, -0.09, -0.25], [-0.10, 1.09, -0.07], [-0.49, 0.58, -1.04], [0.28, -0.22, 1.07], [-0.22, -0.34, 0.25], [0.35, -0.27, 0.36], [-0.11, -0.25, -0.42], [-0.35, 0.14, 0.06], [0.28, -0.33, 0.05], [0.34, -0.34, -0.22]],
  "nbo_charge": [-0.63, -0.08, -0.71, 0.22, 0.20, 0.21, 0.15, 0.16, 0.46, -0.63, -0.07, -0.73, 0.20, 0.22, 0.20, 0.18, 0.16, 0.47, -0.64, -0.06, -0.75, 0.21, 0.21, 0.20, 0.18, 0.16, 0.48]
}

Entry 3:
{
  "formula": "C4H12ClNSi",
  "method": "wB97M-V/def2-TZVPD",
  "multiplicity": 1,
  "total_charge": 0,
  "energy_ev": -26232.6289,
  "homo_energy_ev": -8.7,
  "lumo_ev": -0.79,
  "elements": ["C", "C", "C", "C", "N", "Si", "Cl", "H", "H", "H", "H", "H", "H", "H", "H", "H", "H", "H", "H"],
  "coordinates": [[-1.119, 2.250, -1.210], [0.953, 3.185, -0.152], [0.712, -3.972, 0.189], [-0.201, 2.197, 0.014], [-0.452, -3.906, 1.053], [0.446, 0.392, 0.286], [-1.318, -0.451, 1.042], [-0.582, 1.945, -2.106], [-1.978, 1.593, -1.084], [-1.492, 3.262, -1.368], [0.575, 4.194, -0.305], [1.566, 2.920, -1.010], [1.590, 3.190, 0.729], [1.620, -3.515, 0.607], [0.922, -5.020, -0.029], [0.478, -3.466, -0.746], [-0.790, 2.513, 0.886], [-0.667, -2.937, 1.270], [-0.263, -4.374, 1.934]],
  "forces_ev_per_a": [[-0.08, -0.31, 0.17], [-0.01, -0.29, 0.13], [0.19, -0.01, 0.03], [0.00, -0.04, 0.22], [-0.21, 0.15, 0.36], [-0.14, 0.56, -0.10], [-0.07, 0.05, 0.01], [0.02, 0.00, -0.22], [-0.09, -0.02, -0.08], [0.02, 0.09, -0.04], [-0.01, 0.13, -0.03], [0.15, 0.03, -0.14], [0.16, 0.10, 0.06], [-0.05, -0.06, -0.09], [0.09, 0.04, -0.12], [0.07, -0.04, -0.11], [0.03, -0.23, 0.02], [-0.03, -0.23, 0.02], [-0.06, 0.08, -0.08]],
  "nbo_charge": [-0.62, -0.61, -0.41, -0.75, -0.84, 0.99, -0.48, 0.20, 0.22, 0.22, 0.21, 0.20, 0.21, 0.16, 0.19, 0.19, 0.23, 0.36, 0.35]
}

Entry 4:
{
  "formula": "C3H6AlF3NO7S2",
  "method": "wB97M-V/def2-TZVPD",
  "multiplicity": 1,
  "total_charge": 1,
  "energy_ev": -55432.7562,
  "homo_energy_ev": -14.7,
  "lumo_ev": -11.56,
  "elements": ["Al", "N", "S", "O", "O", "F", "S", "O", "O", "F", "F", "C", "O", "C", "O", "O", "C", "H", "H", "H", "H", "H", "H"],
  "coordinates": [[0.067, 0.483, -2.839], [1.327, 2.028, -0.800], [0.950, 2.772, 0.523], [1.393, 4.131, 0.612], [0.809, 1.978, 1.703], [-0.621, 2.906, 0.103], [2.974, 2.039, -0.529], [3.313, 1.317, 0.666], [3.759, 3.205, -0.851], [3.370, 0.994, -1.661], [-0.573, -2.258, -3.355], [-0.212, -0.861, 2.402], [-1.261, -1.555, 1.730], [-1.433, -1.416, 0.440], [-0.642, -0.803, -0.288], [-2.446, -2.159, 0.096], [-2.666, -2.627, -1.222], [-0.014, -1.466, 3.284], [-0.582, 0.096, 2.774], [0.738, -0.639, 1.920], [-3.572, -3.223, -1.301], [-1.807, -3.197, -1.576], [-2.871, -1.744, -1.832]],
  "forces_ev_per_a": [[-0.35, -2.30, 1.18], [2.53, 0.27, -1.69], [-7.31, 2.33, 4.06], [0.57, -1.43, -0.56], [0.98, 0.25, -0.90], [1.30, 0.05, -0.04], [5.77, -2.25, -1.02], [-1.04, 0.92, -0.72], [-2.30, -1.02, 0.09], [-0.94, 0.58, -0.04], [0.46, 2.11, 0.41], [0.36, 0.80, 1.78], [0.15, 0.37, -0.74], [0.75, -1.11, 0.44], [-0.22, 0.64, -0.67], [-0.50, -0.20, 0.52], [-0.12, 0.92, -1.28], [0.04, -0.07, -0.13], [-0.23, -0.04, -0.19], [-0.35, -0.57, -0.81], [0.10, -0.15, 0.76], [0.02, 0.11, -0.10], [0.33, -0.21, -0.35]],
  "nbo_charge": [1.37, -0.98, 2.41, -0.71, -0.78, -0.50, 2.37, -0.79, -0.73, -0.48, -0.47, -0.29, -0.42, 1.02, -0.61, -0.43, -0.25, 0.22, 0.21, 0.21, 0.24, 0.23, 0.18]
}

Entry 5:
{
  "formula": "CH4O4Si",
  "method": "wB97M-V/def2-TZVPD",
  "multiplicity": 1,
  "total_charge": 0,
  "energy_ev": -17166.0877,
  "homo_energy_ev": -10.6,
  "lumo_ev": 0.78,
  "elements": ["C", "O", "O", "O", "O", "Si", "H", "H", "H", "H"],
  "coordinates": [[0.612, 0.545, -0.360], [1.111, 0.421, 0.923], [1.406, -0.516, -0.101], [1.096, 1.617, -1.041], [-0.626, 0.413, -0.672], [-1.245, -0.881, 0.255], [1.952, 1.866, -0.718], [-2.706, -0.836, -0.161], [-1.034, -0.369, 1.632], [-0.566, -2.260, 0.245]],
  "forces_ev_per_a": [[2.49, 3.26, -0.67], [-0.44, 1.53, 2.42], [1.31, -2.51, -1.90], [-0.51, -0.23, -0.69], [-2.02, -1.93, 0.10], [-1.40, -0.51, 0.84], [0.80, 0.02, 0.39], [0.86, -0.31, 0.19], [-0.48, -0.31, -0.14], [-0.61, 0.99, -0.55]],
  "nbo_charge": [0.90, -0.28, -0.28, -0.68, -0.77, 1.10, 0.49, -0.17, -0.17, -0.15]
}

Entry 6:
{
  "formula": "C17H23BrN7O2STi",
  "method": "wB97M-V/def2-TZVPD",
  "multiplicity": 1,
  "total_charge": 3,
  "energy_ev": -136495.6417,
  "homo_energy_ev": -16.0,
  "lumo_ev": -10.84,
  "elements": ["Ti", "O", "C", "C", "C", "C", "C", "C", "C", "O", "N", "N", "C", "C", "Br", "C", "C", "C", "C", "C", "C", "C", "H", "H", "H", "H", "H", "H", "H", "H", "H", "H", "H", "H", "H", "H", "N", "N", "C", "N", "S", "H", "H", "H", "H", "H", "N", "N", "H", "H", "H", "H"],
  "coordinates": [[1.192, 0.009, -0.927], [4.296, 2.925, 1.199], [3.470, 2.460, 2.173], [3.877, 2.264, 3.486], [2.978, 1.766, 4.414], [1.672, 1.455, 4.047], [1.270, 1.658, 2.740], [2.159, 2.167, 1.793], [1.768, 2.459, 0.383], [2.159, 1.349, -0.491], [0.338, 2.569, 0.097], [-0.207, 1.300, -0.208], [-1.519, 1.197, -0.121], [-2.263, 0.107, -0.558], [-1.210, -1.244, -1.402], [-3.640, 0.066, -0.425], [-4.664, -0.842, -0.754], [-4.487, -2.134, -1.311], [-5.579, -2.914, -1.594], [-6.870, -2.436, -1.337], [-7.073, -1.176, -0.785], [-5.983, -0.389, -0.491], [5.131, 3.232, 1.574], [4.891, 2.508, 3.779], [3.298, 1.625, 5.438], [0.974, 1.082, 4.782], [0.242, 1.441, 2.470], [2.281, 3.338, -0.001], [-0.164, 3.032, 0.850], [-2.075, 2.033, 0.301], [-4.003, 0.976, 0.049], [-3.504, -2.533, -1.505], [-5.448, -3.902, -2.013], [-7.722, -3.062, -1.567], [-8.074, -0.821, -0.585], [-6.130, 0.593, -0.058], [2.596, -1.629, -1.706], [2.869, -2.719, -0.860], [2.481, -2.678, 0.424], [2.834, -3.657, 1.226], [1.550, -1.369, 1.028], [2.292, -2.000, -2.606], [3.458, -1.114, -1.912], [3.536, -3.406, -1.190], [3.402, -4.439, 0.929], [2.542, -3.645, 2.193], [2.616, 0.570, -3.472], [1.226, 0.534, -3.064], [3.038, 1.398, -3.058], [2.668, 0.688, -4.482], [0.747, -0.124, -3.676], [0.762, 1.434, -3.219]],
  "forces_ev_per_a": [[-0.02, 0.05, 0.04], [-0.08, -0.05, 0.06], [0.10, 0.02, -0.06], [-0.03, -0.02, 0.05], [0.05, 0.01, -0.03], [-0.04, 0.00, -0.03], [0.00, 0.00, 0.07], [-0.01, 0.03, -0.05], [-0.04, 0.01, 0.00], [0.02, -0.04, -0.04], [0.01, -0.03, -0.02], [0.04, 0.00, -0.03], [-0.01, 0.01, 0.00], [0.01, -0.02, -0.01], [0.00, -0.01, 0.00], [-0.01, 0.02, 0.01], [0.00, 0.00, 0.00], [0.00, -0.01, -0.01], [0.01, 0.00, 0.00], [0.00, 0.00, 0.00], [0.00, 0.00, 0.00], [-0.01, 0.00, 0.00], [0.00, 0.01, -0.01], [0.00, 0.00, 0.01], [0.00, 0.01, 0.00], [0.00, 0.00, 0.00], [0.00, 0.00, 0.00], [0.00, 0.02, 0.03], [0.01, 0.01, 0.00], [0.00, 0.00, 0.00], [0.00, 0.00, 0.00], [0.00, 0.00, 0.00], [0.00, 0.00, 0.00], [0.00, 0.00, 0.00], [0.00, 0.00, 0.00], [0.00, 0.00, 0.00], [0.00, -0.02, -0.02], [0.02, 0.01, 0.01], [-0.01, 0.00, 0.00], [0.00, 0.00, 0.01], [0.01, -0.01, 0.00], [-0.01, 0.00, 0.00], [0.00, -0.01, 0.00], [0.00, 0.00, 0.00], [0.00, 0.00, 0.00], [0.00, 0.00, 0.00], [0.02, 0.02, -0.09], [-0.03, 0.03, 0.03], [-0.01, -0.03, 0.05], [0.02, 0.01, 0.01], [0.00, -0.01, 0.01], [-0.01, 0.00, 0.01]],
  "nbo_charge": [1.43, -0.68, 0.42, -0.29, -0.13, -0.23, -0.19, -0.23, 0.23, -0.61, -0.44, -0.43, 0.14, -0.22, 0.23, 0.01, -0.10, -0.14, -0.21, -0.05, -0.22, -0.08, 0.51, 0.24, 0.25, 0.24, 0.20, 0.25, 0.40, 0.25, 0.25, 0.21, 0.25, 0.25, 0.26, 0.23, -0.65, -0.42, 0.35, -0.70, -0.02, 0.42, 0.44, 0.43, 0.44, 0.45, -0.67, -0.68, 0.39, 0.40, 0.41, 0.41]
}

- Which formula does entry 6 have?
  C17H23BrN7O2STi

Repeat the second record exactly.
{
  "formula": "C6H18O3",
  "method": "wB97M-V/def2-TZVPD",
  "multiplicity": 1,
  "smiles": "CCO.CCO.CCO",
  "total_charge": 0,
  "energy_ev": -12654.7562,
  "homo_energy_ev": -10.0,
  "lumo_ev": 0.56,
  "elements": ["C", "C", "O", "H", "H", "H", "H", "H", "H", "C", "C", "O", "H", "H", "H", "H", "H", "H", "C", "C", "O", "H", "H", "H", "H", "H", "H"],
  "coordinates": [[2.020, -4.899, 1.364], [2.285, -3.497, 1.794], [1.535, -3.226, 2.970], [0.965, -5.155, 1.463], [2.615, -5.561, 1.993], [2.210, -5.098, 0.310], [1.853, -2.884, 1.003], [3.323, -3.170, 1.736], [1.621, -2.271, 3.015], [4.023, -1.363, 11.782], [3.242, -0.314, 11.130], [3.827, -0.221, 9.851], [3.780, -1.531, 12.832], [5.029, -0.949, 11.734], [4.010, -2.323, 11.266], [3.349, 0.670, 11.586], [2.192, -0.542, 10.946], [3.746, -1.087, 9.446], [6.155, -3.598, 7.082], [4.896, -4.407, 7.311], [3.792, -3.484, 7.480], [7.100, -4.108, 6.896], [6.243, -2.896, 7.910], [6.007, -2.898, 6.259], [5.000, -5.041, 8.192], [4.643, -5.024, 6.449], [3.314, -3.289, 6.671]],
  "forces_ev_per_a": [[0.26, -1.02, 0.21], [-1.38, 0.61, -1.93], [1.03, 0.34, 0.12], [-0.02, 0.18, 0.40], [-0.15, -0.42, -0.18], [0.54, 0.21, 0.05], [-0.25, 0.36, -0.26], [0.38, -0.44, 0.96], [-0.39, 0.19, 0.66], [0.96, -0.51, 1.83], [-0.85, 0.20, -1.37], [0.24, 0.92, -1.30], [-0.10, -0.06, 0.08], [0.31, -0.49, 0.22], [-0.18, 0.07, -0.12], [-0.10, -0.13, 0.16], [-0.32, 0.03, 0.66], [0.05, -0.09, -0.25], [-0.10, 1.09, -0.07], [-0.49, 0.58, -1.04], [0.28, -0.22, 1.07], [-0.22, -0.34, 0.25], [0.35, -0.27, 0.36], [-0.11, -0.25, -0.42], [-0.35, 0.14, 0.06], [0.28, -0.33, 0.05], [0.34, -0.34, -0.22]],
  "nbo_charge": [-0.63, -0.08, -0.71, 0.22, 0.20, 0.21, 0.15, 0.16, 0.46, -0.63, -0.07, -0.73, 0.20, 0.22, 0.20, 0.18, 0.16, 0.47, -0.64, -0.06, -0.75, 0.21, 0.21, 0.20, 0.18, 0.16, 0.48]
}

What did the second record say?
{
  "formula": "C6H18O3",
  "method": "wB97M-V/def2-TZVPD",
  "multiplicity": 1,
  "smiles": "CCO.CCO.CCO",
  "total_charge": 0,
  "energy_ev": -12654.7562,
  "homo_energy_ev": -10.0,
  "lumo_ev": 0.56,
  "elements": ["C", "C", "O", "H", "H", "H", "H", "H", "H", "C", "C", "O", "H", "H", "H", "H", "H", "H", "C", "C", "O", "H", "H", "H", "H", "H", "H"],
  "coordinates": [[2.020, -4.899, 1.364], [2.285, -3.497, 1.794], [1.535, -3.226, 2.970], [0.965, -5.155, 1.463], [2.615, -5.561, 1.993], [2.210, -5.098, 0.310], [1.853, -2.884, 1.003], [3.323, -3.170, 1.736], [1.621, -2.271, 3.015], [4.023, -1.363, 11.782], [3.242, -0.314, 11.130], [3.827, -0.221, 9.851], [3.780, -1.531, 12.832], [5.029, -0.949, 11.734], [4.010, -2.323, 11.266], [3.349, 0.670, 11.586], [2.192, -0.542, 10.946], [3.746, -1.087, 9.446], [6.155, -3.598, 7.082], [4.896, -4.407, 7.311], [3.792, -3.484, 7.480], [7.100, -4.108, 6.896], [6.243, -2.896, 7.910], [6.007, -2.898, 6.259], [5.000, -5.041, 8.192], [4.643, -5.024, 6.449], [3.314, -3.289, 6.671]],
  "forces_ev_per_a": [[0.26, -1.02, 0.21], [-1.38, 0.61, -1.93], [1.03, 0.34, 0.12], [-0.02, 0.18, 0.40], [-0.15, -0.42, -0.18], [0.54, 0.21, 0.05], [-0.25, 0.36, -0.26], [0.38, -0.44, 0.96], [-0.39, 0.19, 0.66], [0.96, -0.51, 1.83], [-0.85, 0.20, -1.37], [0.24, 0.92, -1.30], [-0.10, -0.06, 0.08], [0.31, -0.49, 0.22], [-0.18, 0.07, -0.12], [-0.10, -0.13, 0.16], [-0.32, 0.03, 0.66], [0.05, -0.09, -0.25], [-0.10, 1.09, -0.07], [-0.49, 0.58, -1.04], [0.28, -0.22, 1.07], [-0.22, -0.34, 0.25], [0.35, -0.27, 0.36], [-0.11, -0.25, -0.42], [-0.35, 0.14, 0.06], [0.28, -0.33, 0.05], [0.34, -0.34, -0.22]],
  "nbo_charge": [-0.63, -0.08, -0.71, 0.22, 0.20, 0.21, 0.15, 0.16, 0.46, -0.63, -0.07, -0.73, 0.20, 0.22, 0.20, 0.18, 0.16, 0.47, -0.64, -0.06, -0.75, 0.21, 0.21, 0.20, 0.18, 0.16, 0.48]
}